C25H45N6OPb2 as an isolated structure. Source: the Open Molecules 2025 dataset; level of theory: ωB97M-V/def2-TZVPD.

Calculated values
- Maximum force: 0.0630 hartree/bohr
- Calculated total energy: -1767.91872 Ha
- Energy above the lowest of the compared OMol25 structures with the same formula, charge and spin: 0.00 kJ/mol
- Charge: +3
- Frontier orbital gap: 3.57 eV

Each line ends with the Mulliken charge.
CARTESIAN COORDINATES (ANGSTROEM)
Pb: 12.64 19.63 -22.63  1.273
Pb: 11.58 19.24 -19.23  1.330
C: 10.34 21.92 -21.30  0.544
O: 11.04 20.70 -21.15  -0.415
H: 10.97 22.61 -21.87  -0.319
H: 9.37 21.83 -21.80  -0.079
H: 10.08 22.42 -20.36  -0.071
C: 13.13 25.46 -21.09  -0.783
C: 14.35 24.69 -20.61  -0.261
C: 15.04 23.80 -21.69  -0.686
C: 14.17 22.86 -22.40  0.400
N: 13.50 22.11 -22.97  -0.434
H: 12.64 26.01 -20.28  0.333
H: 12.39 24.78 -21.51  -0.075
H: 13.36 26.18 -21.87  0.430
H: 14.10 24.04 -19.77  0.075
H: 15.13 25.31 -20.15  0.444
H: 15.92 23.29 -21.29  0.403
H: 15.39 24.49 -22.46  0.335
C: 7.22 23.38 -22.84  -0.977
C: 6.04 24.25 -23.28  -0.731
C: 5.58 25.13 -22.09  -0.165
C: 5.18 24.33 -20.94  0.217
N: 4.86 23.68 -20.05  -0.530
H: 7.73 22.92 -23.70  0.148
H: 6.98 22.64 -22.08  0.569
H: 8.01 24.02 -22.43  0.122
H: 5.23 23.66 -23.70  0.396
H: 6.40 24.91 -24.07  0.329
H: 4.79 25.81 -22.40  0.395
H: 6.35 25.82 -21.73  0.070
C: 12.37 24.42 -15.44  -1.360
C: 12.12 24.81 -16.93  -0.625
C: 11.36 23.78 -17.81  0.941
C: 11.71 22.34 -17.70  0.321
N: 11.95 21.22 -17.60  -0.653
H: 12.86 25.28 -14.98  0.421
H: 13.01 23.55 -15.33  0.383
H: 11.44 24.32 -14.88  0.333
H: 13.10 25.01 -17.37  0.212
H: 11.62 25.77 -16.99  0.374
H: 11.48 24.02 -18.87  -0.228
H: 10.27 23.84 -17.69  0.126
C: 8.33 25.44 -18.99  -0.317
C: 8.72 26.90 -19.22  -0.360
C: 7.84 27.90 -18.49  -0.547
C: 6.44 27.87 -18.94  0.211
N: 5.36 27.81 -19.33  -0.386
H: 8.86 24.71 -19.61  -0.349
H: 7.29 25.31 -19.30  0.258
H: 8.44 25.19 -17.93  0.335
H: 8.77 27.07 -20.30  0.337
H: 9.77 26.99 -18.94  0.202
H: 8.22 28.91 -18.65  0.340
H: 7.86 27.66 -17.43  0.304
C: 8.13 16.13 -22.61  -1.180
C: 8.23 17.38 -21.76  -0.542
C: 8.07 18.71 -22.49  0.172
C: 9.26 18.99 -23.29  0.424
N: 10.18 19.24 -23.94  -0.681
H: 8.83 16.17 -23.45  0.345
H: 7.13 16.10 -23.04  0.332
H: 8.24 15.28 -21.95  0.364
H: 9.04 17.44 -21.03  0.045
H: 7.39 17.24 -21.07  0.390
H: 8.02 19.44 -21.67  0.130
H: 7.26 18.82 -23.21  0.394
C: 9.38 22.92 -25.75  -1.083
C: 10.68 23.35 -25.07  0.340
C: 10.70 24.77 -24.54  0.344
C: 10.30 25.80 -25.51  -0.111
N: 9.91 26.60 -26.23  -0.387
H: 9.27 23.49 -26.68  0.464
H: 8.54 23.26 -25.15  0.129
H: 9.34 21.85 -25.94  0.398
H: 11.53 23.17 -25.73  0.431
H: 10.85 22.74 -24.18  -0.365
H: 11.70 24.94 -24.16  0.203
H: 10.04 24.96 -23.69  -0.117


A 3-piece molecular cluster, C25H46BClFN3O6 overall. Source: the Open Molecules 2025 dataset; level of theory: ωB97M-V/def2-TZVPD.

Calculated values
- Spin multiplicity: 3
- Maximum force: 0.0434 hartree/bohr
- Calculated total energy: -2180.74299 Ha
- Frontier orbital gap (alpha / beta): 8.99 / 9.59 eV

Each line ends with the Mulliken spin population.
CARTESIAN COORDINATES (ANGSTROEM)
C: 0.95 -1.05 -1.98  0.003
B: 1.99 -0.96 -3.17  0.000
O: 1.68 -1.60 -4.37  0.000
C: 3.37 -0.12 -3.06  0.001
C: 4.36 -0.70 -2.01  0.000
C: 3.91 -0.62 -0.57  0.000
O: 3.41 -1.55 -0.06  0.000
F: 4.11 0.48 0.16  0.000
C: 4.19 -0.35 -4.37  0.000
O: 4.56 -1.39 -4.82  0.000
O: 4.55 0.84 -4.95  0.000
C: 4.48 1.80 -3.90  0.000
C: 3.19 1.41 -3.17  0.001
N: 2.84 2.19 -2.03  0.001
Cl: 1.86 1.61 -4.46  0.000
H: -0.04 -1.12 -2.43  -0.011
H: 0.93 -0.16 -1.35  0.003
H: 1.07 -1.94 -1.37  0.005
H: 1.94 -2.52 -4.32  0.000
H: 4.44 -1.76 -2.22  0.000
H: 5.35 -0.27 -2.17  0.000
H: 4.47 2.81 -4.30  0.000
H: 5.33 1.68 -3.21  0.000
H: 2.43 1.64 -1.29  0.000
H: 2.19 2.89 -2.34  0.000
C: -4.31 -4.86 -1.87  0.014
C: -3.14 -4.33 -1.00  0.019
C: -3.43 -4.57 0.48  0.023
C: -4.49 -3.64 1.06  -0.019
C: -4.13 -2.18 0.78  0.026
C: -3.89 -1.91 -0.71  0.018
N: -2.91 -2.88 -1.28  0.372
O: -1.71 -2.55 -0.94  0.553
C: -5.22 -1.96 -1.47  0.017
C: -3.36 -0.49 -0.89  -0.025
C: -1.91 -5.14 -1.40  0.000
H: -5.24 -4.98 -1.31  0.000
H: -4.52 -4.20 -2.72  -0.011
H: -4.08 -5.83 -2.30  0.001
H: -2.50 -4.44 1.05  0.003
H: -3.73 -5.61 0.62  0.000
H: -5.48 -3.88 0.66  -0.001
H: -4.56 -3.79 2.14  0.002
H: -4.93 -1.53 1.14  0.000
H: -3.24 -1.92 1.35  0.002
H: -5.06 -1.86 -2.55  -0.008
H: -5.86 -1.14 -1.16  0.000
H: -5.79 -2.88 -1.30  0.001
H: -2.47 -0.30 -0.29  0.007
H: -4.12 0.23 -0.56  0.000
H: -3.13 -0.28 -1.93  0.001
H: -1.64 -4.97 -2.44  -0.002
H: -2.13 -6.20 -1.27  0.001
H: -1.05 -4.91 -0.78  0.002
C: 2.23 4.79 2.28  0.016
C: 0.84 4.13 2.12  0.014
C: -0.08 4.53 3.27  0.025
C: 0.27 3.86 4.60  -0.021
C: 0.34 2.34 4.43  0.023
C: 1.29 1.92 3.30  0.027
N: 0.99 2.64 2.03  0.329
O: -0.05 2.12 1.45  0.575
C: 2.75 2.16 3.72  0.020
C: 1.19 0.41 3.11  -0.014
C: 0.25 4.69 0.83  -0.005
H: 2.42 5.12 3.30  0.000
H: 3.03 4.12 1.98  -0.005
H: 2.32 5.68 1.65  0.002
H: -1.12 4.28 3.02  0.002
H: -0.05 5.62 3.39  0.004
H: 1.21 4.25 4.99  0.000
H: -0.49 4.10 5.34  0.002
H: 0.67 1.88 5.36  0.002
H: -0.66 1.96 4.22  0.005
H: 3.43 1.94 2.90  -0.006
H: 3.01 1.51 4.56  0.000
H: 2.95 3.18 4.06  0.001
H: 0.17 0.08 2.91  0.002
H: 1.52 -0.11 4.01  0.000
H: 1.81 0.07 2.28  0.001
H: 0.85 4.40 -0.04  -0.003
H: 0.23 5.77 0.88  0.001
H: -0.78 4.35 0.66  0.002


A 4-piece molecular cluster, C25H46BrF3N2O6PS3 overall. Source: the Open Molecules 2025 dataset; level of theory: ωB97M-V/def2-TZVPD.

Calculated values
- Maximum force: 0.1398 hartree/bohr
- Calculated total energy: -5950.06544 Ha
- Charge: +1
- Frontier orbital gap: 7.50 eV

Each line ends with the Mulliken charge.
CARTESIAN COORDINATES (ANGSTROEM)
C: 4.14 3.40 0.44  -0.943
C: 2.90 2.73 -0.45  0.185
C: 1.88 2.01 0.67  -0.543
Br: 0.52 3.34 1.24  -0.047
C: 1.32 0.55 0.20  0.343
C: -0.17 -0.03 -0.16  -0.253
C: -1.56 0.84 -0.16  0.653
F: -2.62 -0.06 -0.73  -0.304
F: -2.04 1.23 1.21  -0.187
F: -1.51 2.02 -1.09  -0.208
N: -0.12 -1.50 -0.51  0.012
C: 1.35 -1.86 -0.41  -0.060
P: 1.75 -3.69 -0.78  0.190
C: 0.40 -4.68 0.22  -0.925
C: 3.41 -4.25 0.02  -0.749
N: 2.22 -0.68 -0.02  0.345
C: 3.73 -0.76 0.12  -0.761
C: 4.53 -0.96 -1.31  1.368
C: 3.62 -0.66 -2.64  -1.057
C: 5.88 0.00 -1.44  -1.120
H: 3.72 3.82 1.46  0.294
H: 4.70 4.26 -0.17  0.312
H: 4.93 2.56 0.72  0.253
H: 3.40 1.86 -1.08  -0.273
H: 2.33 3.51 -1.12  0.409
H: 2.58 1.81 1.62  0.434
H: -0.96 -2.07 -0.77  0.324
H: -0.65 -4.66 -0.28  0.281
H: 0.75 -5.80 0.43  0.338
H: 0.31 -4.18 1.31  0.315
H: 4.33 -4.05 -0.69  0.105
H: 3.52 -3.74 1.07  0.289
H: 3.37 -5.44 0.15  0.371
H: 4.11 0.29 0.55  0.253
H: 4.03 -1.63 0.86  0.121
H: 4.92 -2.07 -1.39  -0.493
H: 3.08 -1.67 -2.97  0.260
H: 4.33 -0.39 -3.57  0.366
H: 2.89 0.24 -2.52  0.217
H: 6.41 -0.02 -0.39  0.328
H: 6.62 -0.57 -2.18  0.272
H: 5.64 1.09 -1.77  0.263
C: -6.00 0.69 0.47  -0.616
C: -6.14 0.22 -0.97  -0.499
C: -7.48 -0.50 -1.09  -0.685
S: -8.54 0.21 0.15  1.202
O: -8.85 -0.80 1.14  -0.667
O: -9.58 0.99 -0.50  -0.683
C: -7.33 1.32 0.84  -0.332
H: -5.17 1.40 0.59  0.297
H: -5.80 -0.17 1.12  0.284
H: -6.13 1.09 -1.64  0.310
H: -5.31 -0.43 -1.27  0.196
H: -7.93 -0.37 -2.08  0.341
H: -7.38 -1.57 -0.87  0.368
H: -7.48 1.42 1.91  0.172
H: -7.45 2.29 0.35  0.348
C: -9.09 5.62 4.30  -0.561
C: -10.43 4.98 3.98  -0.634
C: -10.17 3.51 3.65  -0.513
S: -8.69 3.05 4.55  1.130
O: -7.64 2.76 3.60  -0.647
O: -9.05 2.14 5.62  -0.700
C: -8.38 4.66 5.25  -0.715
H: -9.21 6.61 4.75  0.340
H: -8.50 5.74 3.38  0.288
H: -11.09 5.04 4.85  0.284
H: -10.94 5.48 3.15  0.337
H: -11.00 2.87 3.96  0.356
H: -9.97 3.37 2.58  0.269
H: -7.31 4.84 5.32  0.380
H: -8.84 4.69 6.24  0.350
C: 10.63 -3.12 -2.54  -0.689
C: 10.49 -3.59 -3.99  -0.611
C: 9.15 -4.31 -4.10  -0.710
S: 8.09 -3.59 -2.86  1.260
O: 7.78 -4.61 -1.87  -0.688
O: 7.05 -2.81 -3.51  -0.671
C: 9.30 -2.48 -2.17  -0.667
H: 11.46 -2.41 -2.42  0.342
H: 10.83 -3.98 -1.89  0.322
H: 10.50 -2.72 -4.65  0.304
H: 11.32 -4.24 -4.28  0.317
H: 8.70 -4.17 -5.09  0.337
H: 9.25 -5.38 -3.89  0.363
H: 9.15 -2.39 -1.10  0.441
H: 9.18 -1.51 -2.66  0.370